Entry 1:
{
  "formula": "CH2FNO3S",
  "method": "ωB97M-V/def2-TZVPD",
  "species": ["H", "F", "O", "N", "O", "C", "H", "O", "S"],
  "coordinates": [[0.86496, 1.00643, -0.74129], [-2.70090, 0.38232, -1.32610], [-2.99328, 0.78895, 1.01547], [-0.75644, -0.14426, -0.01748], [-0.56565, 2.04527, 0.33641], [-0.11326, 1.04294, -0.10251], [-0.60389, -1.07242, -0.59390], [-2.88264, -1.43991, 0.12468], [-2.38962, -0.13820, 0.15666]],
  "atomic_forces_ev_per_a": [[-1.27, -0.15, 1.19], [0.18, 0.18, 0.50], [0.80, 0.73, 0.63], [-1.38, -4.44, -0.64], [0.00, 0.86, 0.44], [2.72, 0.99, -2.15], [0.57, 2.71, 1.39], [0.41, -2.31, 0.11], [-2.03, 1.44, -1.48]],
  "total_charge": 0,
  "e_above_lowest_kcal_mol": 18.3,
  "lumo_ev": 0.165,
  "gap_ev": 11.53
}


Entry 2:
{
  "formula": "CH2FNOS",
  "method": "ωB97M-V/def2-TZVPD",
  "species": ["H", "O", "C", "F", "N", "H", "S"],
  "coordinates": [[-1.54654, -1.46750, -0.14730], [3.07160, 0.12615, 0.21659], [0.69627, 0.71881, -0.09416], [-2.64095, -0.08882, 0.56216], [-1.95517, -0.59022, -0.49545], [0.63281, 1.78338, -0.07070], [1.74198, -0.48181, 0.02886]],
  "atomic_forces_ev_per_a": [[-0.15, -0.03, 0.49], [0.62, -0.59, 0.09], [-0.28, -1.63, -0.03], [0.12, -0.33, 0.15], [0.24, 0.48, -0.60], [-0.01, 0.43, -0.02], [-0.55, 1.66, -0.09]],
  "total_charge": 0,
  "e_above_lowest_kcal_mol": 168.6,
  "lumo_ev": [-0.873, -1.627],
  "gap_ev": [9.43, 8.32]
}


Entry 3:
{
  "formula": "CH2FO2S",
  "method": "ωB97M-V/def2-TZVPD",
  "species": ["O", "O", "H", "H", "S", "C", "F"],
  "coordinates": [[0.99849, 1.54290, 0.59061], [1.67063, -1.75417, 0.60079], [-0.11756, 0.36331, -1.60308], [-1.29015, -0.76163, -0.86214], [0.39180, 0.25811, 0.42102], [-0.81966, 0.22023, -0.82178], [-0.83354, 0.13125, 1.67459]],
  "atomic_forces_ev_per_a": [[0.80, 1.38, -0.20], [-0.07, 0.19, 0.00], [0.34, 0.27, -1.85], [0.15, -0.10, 0.13], [-3.49, -1.95, 0.82], [1.13, 0.28, 1.35], [1.14, -0.08, -0.24]],
  "total_charge": -1,
  "e_above_lowest_kcal_mol": 67.7,
  "lumo_ev": [4.356, 3.317],
  "gap_ev": [7.76, 6.69],
  "multiplicity": 3
}


Entry 4:
{
  "formula": "CH2FO4S",
  "method": "ωB97M-V/def2-TZVPD",
  "species": ["O", "C", "O", "O", "F", "O", "H", "H", "S"],
  "coordinates": [[-1.96264, -1.11866, 0.39330], [0.36212, -0.28609, -0.44238], [0.63727, -0.78444, -1.67416], [-0.39384, -2.60983, -0.66714], [1.49028, 0.16840, 0.25644], [-0.01689, -2.00157, 1.64217], [-0.64552, 0.79818, -0.31493], [0.22087, -1.76737, -1.44289], [-0.62184, -1.59068, 0.42385]],
  "atomic_forces_ev_per_a": [[-1.48, 0.53, 0.71], [-2.29, 3.17, -0.07], [-0.13, 1.17, 1.66], [-0.54, -0.83, 0.68], [-0.73, -0.45, -0.56], [0.27, 0.02, 1.63], [3.18, -2.73, -0.73], [0.39, 0.08, -0.91], [1.33, -0.96, -2.41]],
  "total_charge": -1,
  "e_above_lowest_kcal_mol": 39.1,
  "lumo_ev": 4.187,
  "gap_ev": 9.90
}


Entry 5:
{
  "formula": "CH2FPS2",
  "method": "ωB97M-V/def2-TZVPD",
  "species": ["S", "C", "H", "H", "S", "P", "F"],
  "coordinates": [[-4.71777, -0.19233, 0.29754], [-3.19508, 0.16645, -0.08130], [0.46351, -0.55167, -1.04296], [-0.57895, 1.12321, -1.32575], [-1.87586, -0.91570, -0.36259], [-0.35650, 0.42172, -0.25217], [-2.80718, 1.42247, -0.33503]],
  "atomic_forces_ev_per_a": [[0.45, 0.05, -0.05], [-0.71, -0.37, -0.05], [-0.45, 0.96, 0.94], [-0.63, 1.62, -2.64], [-1.80, -1.43, -0.08], [3.39, -1.39, 1.69], [-0.24, 0.56, 0.19]],
  "total_charge": 0,
  "e_above_lowest_kcal_mol": 11.4,
  "lumo_ev": -0.312,
  "gap_ev": 8.87
}


Entry 6:
{
  "formula": "CH2I2O3",
  "method": "ωB97M-V/def2-TZVPD",
  "species": ["I", "O", "O", "I", "O", "H", "C", "H"],
  "coordinates": [[-2.08002, 1.13403, -1.56808], [-0.14459, 1.47275, 0.79539], [0.60980, 0.01629, -0.95080], [-1.24780, 1.72712, 2.43043], [-1.08596, -0.75981, 0.28728], [1.09408, 0.86145, -1.03056], [-0.57875, 0.29795, -0.34628], [-0.57819, -1.07465, 1.11114]],
  "atomic_forces_ev_per_a": [[-0.12, 0.21, -0.18], [-0.57, -1.66, -1.69], [-0.25, 0.96, 0.40], [0.21, -0.25, -0.78], [0.11, -1.02, 1.51], [-0.15, -0.39, -0.09], [1.31, 1.15, 2.75], [-0.54, 1.01, -1.93]],
  "total_charge": 0,
  "e_above_lowest_kcal_mol": 54.2,
  "lumo_ev": -0.697,
  "gap_ev": 8.68
}


Entry 7:
{
  "formula": "CH2IN",
  "method": "ωB97M-V/def2-TZVPD",
  "species": ["N", "C", "H", "I", "H"],
  "coordinates": [[1.92916, -0.17603, -0.51312], [1.02315, -0.04112, 0.15196], [0.50354, 0.09032, 0.99665], [-1.73210, 0.05331, -1.23876], [-1.72375, 0.07352, 0.60327]],
  "atomic_forces_ev_per_a": [[1.24, -0.27, -1.58], [1.51, -0.16, -0.49], [-2.05, 0.41, 2.30], [-0.48, 0.05, 2.74], [-0.22, -0.03, -2.98]],
  "total_charge": 0,
  "e_above_lowest_kcal_mol": 20.8,
  "lumo_ev": -0.752,
  "gap_ev": 9.35
}


Entry 8:
{
  "formula": "CH2IN2OS",
  "method": "ωB97M-V/def2-TZVPD",
  "species": ["H", "S", "N", "O", "I", "C", "H", "N"],
  "coordinates": [[-0.23902, -2.06243, 0.12146], [1.64080, -0.78334, -0.17932], [-0.05202, -1.14704, -0.02613], [1.42442, 0.78190, 0.13858], [-2.85736, -0.03317, -0.02876], [-0.90935, -0.24598, -0.08370], [-0.12252, 2.17821, -0.18590], [0.34176, 1.30949, -0.47592]],
  "atomic_forces_ev_per_a": [[-0.89, -3.82, 0.60], [0.89, 0.22, -0.99], [0.43, 2.69, -0.07], [0.08, 1.56, 2.28], [-0.83, -0.10, 0.05], [2.22, 3.86, -0.68], [1.14, -0.15, 1.59], [-3.03, -4.26, -2.79]],
  "total_charge": 1,
  "e_above_lowest_kcal_mol": 0.0,
  "lumo_ev": -5.020,
  "gap_ev": 8.64
}